200
Properties=species:S:1:pos:R:3:forces:R:3 method="wB97M-V/def2-TZVPD" de_lowest_kcal_mol=14.1 max_force_ev_per_a=9.8 orbital_gap_ev=1.92 charge=+6 homo_energy_ev=-14.9 total_energy_ha=-3194.39695
H 2.969 3.254 -4.959 0.389 -0.697 -0.052
C -3.571 -0.296 -7.018 0.658 1.537 -0.635
C 6.086 6.940 7.258 -0.338 -0.773 -0.178
H 0.110 1.000 2.176 0.015 0.142 0.440
C 2.180 7.158 7.065 0.268 0.929 1.691
N 6.240 -6.242 -4.841 -0.235 -0.166 1.902
C 5.845 3.331 -2.830 -0.601 -0.091 1.032
H 5.180 1.782 -1.536 -0.142 0.118 0.350
H 4.800 1.665 -3.910 -0.258 0.203 0.759
H -2.248 -3.057 -6.148 -0.090 -0.158 0.220
H -3.698 -3.120 -7.163 -0.154 -0.624 0.318
C 2.111 4.434 -3.148 1.345 0.634 -0.419
H 4.618 -3.604 -3.640 0.312 -0.359 0.262
H -9.964 6.818 -1.460 0.106 0.293 0.357
C 7.082 -6.775 -6.032 0.575 -0.162 1.631
H 6.768 6.493 6.536 -0.106 0.580 -0.488
O 4.463 4.763 -1.269 0.852 -4.811 -7.792
H 3.605 7.219 8.817 -0.478 -0.530 0.020
H 3.528 4.609 -5.753 0.271 0.433 0.193
C -6.964 1.102 -0.354 -1.580 -0.220 0.007
C 4.732 -6.720 -4.839 1.691 -0.166 0.136
H -4.291 2.212 7.758 -0.611 -0.322 0.422
H -1.622 1.242 -8.335 0.342 -0.283 0.325
H 6.322 -4.375 -5.904 -0.155 -0.409 -0.197
O 5.009 6.846 4.465 -5.804 2.771 6.958
C 3.940 6.258 -3.865 -0.327 -1.239 0.806
C -1.230 -3.358 9.862 0.153 -1.134 -0.897
H -0.565 -3.684 9.063 0.363 -0.397 0.431
H -5.097 2.966 -2.412 -0.315 -0.072 -0.004
H 6.532 -6.492 -6.930 -0.015 -0.402 -0.044
H -1.786 -5.488 -1.034 -0.076 0.271 0.573
H -4.582 -5.553 -0.188 0.821 0.059 -0.288
C -4.150 -7.779 3.537 0.288 -0.119 -1.303
H -2.819 0.813 5.609 0.431 -0.488 0.254
H -8.481 7.082 -2.315 0.103 -0.144 -0.171
H -5.132 3.416 -0.698 -0.213 0.371 -0.265
H -0.999 -2.277 -8.216 0.072 -0.391 -0.030
H 1.919 3.369 -3.017 0.192 0.081 0.481
H -5.360 0.680 -1.724 0.393 -0.347 0.550
C 0.768 0.386 0.688 4.861 1.092 -1.618
H 3.649 9.596 7.059 0.364 -0.031 -0.677
H -2.864 -5.029 -8.364 0.322 -0.387 0.070
H -3.688 -4.959 3.236 -0.118 0.095 -0.060
H -6.670 5.107 -0.485 0.318 -0.339 -0.194
C -1.916 0.268 -8.725 -0.998 -0.456 0.371
H 7.099 5.166 -2.301 -0.182 -0.631 0.717
H -0.716 -8.863 3.691 -0.037 0.361 -0.676
H -6.814 5.141 -2.314 0.307 0.232 0.288
H 6.529 -7.795 -3.275 -0.057 -0.175 -0.854
C -1.905 -6.456 -0.548 0.790 -0.303 -0.233
C -2.077 -2.210 -8.072 1.054 1.196 0.525
H -3.841 -2.060 9.333 0.352 -0.383 0.273
H 6.700 7.453 7.999 -0.356 0.251 0.001
H -3.477 0.602 -6.408 0.728 -0.039 0.159
H -4.979 1.068 -8.109 0.197 -0.055 0.492
H 6.888 4.936 -3.924 -0.170 -0.263 -0.365
H -4.861 1.394 -0.086 0.203 -0.738 -0.350
H -1.927 -8.891 4.861 -0.519 0.452 0.000
C 3.064 7.881 8.141 -0.285 -0.413 -0.906
C 7.453 -8.298 -5.884 -0.337 0.713 -0.395
H 6.884 1.835 -1.766 0.194 0.126 0.115
H 1.652 6.411 7.657 -0.138 -0.352 -0.543
C -2.848 1.240 6.611 0.396 1.041 0.208
H -3.704 1.437 9.776 0.281 0.005 0.379
H -1.351 0.603 -6.017 0.216 0.010 -0.263
C -1.588 -1.917 9.577 -1.352 0.047 1.277
C -5.593 1.344 -0.891 0.716 1.588 -1.401
H -6.838 0.629 0.620 -0.753 0.032 -0.028
H -2.959 -2.141 7.804 0.343 -0.464 0.122
H 6.654 8.566 5.206 -0.066 0.113 0.066
N -7.111 3.203 -1.524 1.340 0.227 -0.335
N -3.174 -0.252 8.582 -0.887 0.604 -0.264
H 2.550 6.005 3.750 0.306 -0.099 0.310
C 4.146 8.745 7.524 -1.681 -0.019 1.586
H 3.746 6.874 -2.987 0.260 -0.047 -0.032
H 2.386 4.457 6.464 -0.626 0.566 -0.616
O 0.880 -0.359 -0.279 -1.530 -1.279 -0.906
C -7.700 2.452 -0.314 1.046 0.217 -0.291
H -5.013 1.619 6.276 0.115 -0.326 -0.003
H -0.857 -3.565 10.866 0.624 0.480 -0.255
H -3.513 -0.172 -10.230 0.366 -0.043 0.011
N 4.588 4.112 -2.502 -0.899 6.928 5.662
C 8.052 -8.875 -7.145 -0.633 -0.557 -1.898
H -4.327 -7.889 4.607 0.853 0.028 0.085
H -2.298 0.425 10.400 -0.419 0.354 0.198
H -5.365 -0.007 8.392 0.174 -0.469 0.143
H -1.360 -0.196 7.227 -0.350 -0.608 0.428
C -2.622 -3.294 -7.144 0.381 1.786 -0.444
H 9.022 -8.595 -7.556 0.024 0.695 0.651
C 3.872 -5.600 -4.234 1.720 0.612 -0.506
H 4.782 -7.654 -4.279 -0.483 0.126 -0.103
C -2.612 -5.001 3.066 -0.007 -1.579 -0.530
H 1.092 6.290 4.660 0.120 -0.298 0.586
H -2.362 -5.248 -6.635 0.122 -0.741 -0.494
C 5.146 3.200 -5.320 -0.541 0.579 1.584
H -1.675 -1.510 10.585 -0.484 0.414 -0.078
H 7.319 -8.698 -7.932 0.085 0.387 -0.401
C -4.340 0.200 -8.273 -0.152 -0.730 -0.275
C 2.930 6.514 5.908 -1.180 0.592 -1.411
H 1.556 4.706 -4.046 -0.039 0.268 0.062
O -2.664 -8.876 0.996 2.387 8.311 3.379
C 5.060 7.960 6.610 1.161 2.316 -0.408
H 3.885 4.523 5.605 0.172 0.376 -0.061
C -5.601 2.794 -1.461 -1.067 -0.020 0.765
H -8.768 2.596 -2.825 0.151 0.441 -0.137
C -2.063 0.470 7.728 -1.241 -0.165 -0.573
H 4.560 -6.975 -5.885 -0.510 0.315 0.068
H -2.519 -2.261 -9.067 -0.265 0.450 0.116
H -1.460 1.063 8.415 -0.374 0.286 -0.143
H 1.416 7.860 6.728 0.177 0.077 -0.269
C 6.161 -4.684 -4.871 -0.776 -0.525 -0.655
H -4.797 -6.134 1.392 -0.022 -0.438 -0.022
H 4.212 -3.768 -5.276 0.411 0.053 -0.295
H -7.373 2.962 0.592 -0.115 0.526 -0.201
H -2.234 -7.089 -1.372 -0.630 -0.403 0.569
H -2.435 2.245 6.527 0.232 -0.054 -0.173
H 7.946 -6.116 -5.947 0.313 -0.272 -0.379
H 7.916 -6.799 -3.394 -0.091 0.748 -0.445
C -2.198 -4.702 -7.565 -0.729 0.835 0.570
H 3.255 6.555 -4.660 -0.217 -0.222 0.170
H 8.084 -9.962 -7.222 -0.001 -0.158 0.958
H -7.274 1.771 -3.226 0.148 -0.240 0.763
C 3.262 5.085 6.301 0.719 -1.235 0.537
H 5.326 9.745 5.305 -0.138 -0.151 0.021
H -8.789 2.473 -0.360 0.189 -0.292 -0.090
H 6.496 9.641 6.604 -0.152 -0.263 0.210
H 6.359 -6.291 -2.618 0.183 0.854 -0.373
H -9.237 4.893 -0.395 0.651 -0.563 0.357
N 4.213 7.279 5.624 6.545 -4.590 -5.716
H 4.950 2.487 -6.121 0.141 0.289 -0.106
H -1.074 -1.059 -5.554 -0.021 -0.356 -0.500
C 5.942 9.049 5.876 0.086 -0.631 -0.374
C 5.545 2.446 -4.065 0.693 -0.334 -0.066
C -2.934 -1.744 8.819 0.803 1.481 -0.334
H -7.565 0.485 -1.022 0.270 -0.504 0.203
H -4.727 -6.905 3.236 0.177 -0.077 -0.066
H -5.021 -0.602 -8.558 0.042 0.106 -0.446
H -1.143 -0.137 -9.378 -0.030 -0.039 0.172
C -1.077 -0.378 -6.405 -1.145 -0.186 -1.713
C -4.297 1.375 7.061 0.829 -1.339 0.728
C 2.134 6.596 4.567 -0.232 0.076 -0.251
H -4.021 -0.120 10.605 0.158 -0.036 -0.121
H -2.863 -4.232 1.185 0.108 -0.285 -0.911
H 4.932 6.407 -4.291 0.114 -0.145 0.387
H 6.153 3.005 -0.645 -0.063 0.108 -0.315
C 3.629 4.697 -3.554 -0.160 -0.509 -1.633
C 3.820 3.935 -4.948 -0.263 -0.061 -0.014
H 8.104 -8.544 -5.045 -0.215 0.493 0.215
C -4.257 -6.357 0.472 0.120 -0.477 0.657
H 5.642 6.046 7.697 -0.436 0.385 0.361
C -2.705 -6.382 0.760 -0.251 0.944 -0.836
N -2.407 -7.624 1.578 -4.727 -7.135 -1.400
H 4.544 9.170 8.445 1.296 0.076 -0.536
H -4.597 -0.838 6.987 0.223 0.043 0.129
H -1.249 -4.882 1.435 0.056 -0.134 -0.287
C -2.080 -6.247 3.815 -0.062 -0.573 -1.541
C -1.803 -8.860 3.778 -0.569 0.274 -0.358
C -8.887 6.660 -1.396 0.202 0.499 -0.554
H 1.786 5.061 -2.318 0.079 -0.286 0.044
H -7.339 3.379 -3.707 -0.452 0.567 0.393
N -2.142 -0.704 -7.516 -1.255 0.215 0.355
H -2.056 -4.069 9.833 -0.513 0.340 -0.306
H 6.460 1.867 -4.192 0.239 0.130 -0.210
C -7.689 2.727 -2.907 0.505 -0.071 1.087
C -7.214 4.775 -1.369 -1.097 -1.620 -0.437
H 5.975 3.868 -5.555 -0.347 0.146 -0.530
H 2.410 8.509 8.746 0.004 -0.147 0.040
H 8.003 3.883 -3.149 -0.280 -0.516 0.343
C 7.026 4.348 -3.017 -0.664 0.973 -0.986
H 2.961 -5.527 -4.828 -0.257 -0.160 0.784
C -2.592 -7.636 3.141 0.669 0.314 2.333
H -0.993 -6.328 3.797 0.096 0.366 0.069
H -0.916 -6.826 -0.274 0.237 0.212 -0.217
H -8.425 7.235 -0.594 -0.305 -0.092 0.219
O -0.122 0.244 1.631 -3.529 -1.089 1.827
H -0.168 -0.348 -7.006 0.288 -0.053 0.713
H -2.214 -4.041 3.395 0.231 -0.257 0.255
C 6.020 2.475 -1.588 0.455 -1.109 -0.091
H 6.494 -8.804 -5.768 0.015 -0.263 0.326
H -2.403 -6.198 4.855 -0.018 -0.508 -0.067
H 2.043 7.615 4.191 0.328 0.202 0.244
O 1.611 1.287 0.969 0.087 1.176 0.056
H -2.199 -9.812 3.424 0.062 0.122 -0.197
C 4.698 -4.311 -4.466 0.270 0.585 -0.812
H -4.035 -1.003 -6.330 0.137 -0.509 -0.673
C -8.663 5.162 -1.281 -1.064 0.589 -0.362
C -3.299 0.498 -9.397 0.552 -1.037 0.544
H -1.149 -4.735 -7.857 -0.109 -0.129 -0.013
C -3.312 0.445 10.000 0.105 -0.447 -2.169
C -2.312 -5.100 1.546 0.098 0.281 1.134
H 3.666 5.021 7.311 0.595 0.354 -0.102
H -4.556 -7.308 0.031 -0.126 0.045 0.182
H 6.995 -4.186 -4.376 -0.210 -0.531 0.715
H -3.242 1.499 -9.824 -0.580 0.053 0.301
H -0.784 -1.317 9.153 0.008 -0.388 -0.457
C 6.830 -6.767 -3.478 -0.630 -0.262 -0.165
H 3.809 -5.567 -3.146 -0.811 -1.166 -0.165
H -9.226 4.724 -2.105 0.123 -0.183 -0.162
H -4.602 -8.658 3.078 0.167 -0.014 -0.194
C -4.504 -0.040 7.724 0.598 1.914 1.002